Molecular formula: C7H11NO2S2
Method: DFT, ωB97M-V with the def2-TZVPD basis set

Each line ends with the Mulliken charge.
Atoms and positions in Å:
C: 1.47 0.04 1.40  -0.010
C: -0.48 -0.54 -0.12  0.403
C: -3.27 0.41 -0.91  -1.199
C: 2.83 2.33 -0.02  -0.966
C: 2.22 -2.55 0.12  -0.829
C: -2.72 -0.20 0.39  -0.197
C: 1.25 0.03 -0.04  0.583
N: 1.78 0.08 2.51  -0.522
O: -0.70 -1.60 -0.64  -0.540
O: -1.32 0.28 0.45  -0.317
S: 1.14 1.72 -0.65  -0.037
S: 2.50 -0.98 -0.88  -0.005
H: -2.83 1.32 -1.02  0.391
H: -3.24 -0.17 -1.82  0.316
H: -4.31 0.55 -0.72  0.383
H: 2.76 2.28 1.00  0.342
H: 2.87 3.34 -0.36  0.395
H: 3.64 1.87 -0.59  0.291
H: 2.00 -3.35 -0.55  0.376
H: 1.39 -2.38 0.80  0.257
H: 3.20 -2.70 0.72  0.290
H: -2.79 -1.38 0.34  0.274
H: -3.06 0.12 1.42  0.322

As for the spin multiplicity: 1. Its energy above the lowest of the compared OMol25 structures with the same formula, charge and spin is 260.6 kJ/mol. The calculation puts the frontier orbital gap at 0.360 hartree. The SMILES is CCOC(=O)C(C#N)(SC)SC.



Molecular formula: C7H11NO4S2
Method: DFT, ωB97M-V with the def2-TZVPD basis set

Each line ends with the Mulliken charge.
Atoms and positions in Å:
C: 1.99 -0.51 -0.09  0.202
C: -1.24 -1.64 0.05  0.388
C: 1.06 -0.74 -1.28  -0.851
C: -0.38 0.26 1.31  -0.019
C: -0.91 -0.17 -0.06  0.793
C: -0.21 1.71 1.67  -1.646
C: -2.31 0.41 -0.14  -2.106
N: -0.16 0.14 -1.31  -0.401
O: -1.58 -2.15 -1.08  -0.552
O: -1.28 -2.19 1.06  -0.524
O: 4.42 0.29 0.68  -0.539
O: 4.03 0.22 -1.68  -0.542
S: 1.35 -0.46 1.54  -0.118
S: 3.46 0.49 -0.39  0.782
H: 1.56 -0.58 -2.23  0.661
H: 0.91 -1.90 -1.30  0.258
H: -1.02 -0.29 1.93  0.665
H: 0.24 2.28 0.86  0.357
H: 0.43 1.85 2.47  0.510
H: -1.15 2.08 1.87  0.448
H: -2.28 1.43 -0.25  0.570
H: -2.89 0.10 0.71  0.444
H: -2.85 -0.05 -0.94  0.373
H: 0.15 1.08 -1.48  0.389
H: -1.34 -1.65 -1.89  0.457

As for the spin multiplicity: 1. Its energy above the lowest of the compared OMol25 structures with the same formula, charge and spin is 168.9 kJ/mol. The calculation puts the frontier orbital gap (alpha / beta) at 0.259 / 0.267 hartree. The SMILES is C[C@@H]1SC(=S(=O)=O)CN[C@@]1(C)C(=O)O.



Molecular formula: C7H11NOS
Method: DFT, ωB97M-V with the def2-TZVPD basis set

Each line ends with the Mulliken charge.
Atoms and positions in Å:
C: 1.11 0.56 0.42  0.438
C: 0.84 -0.24 1.33  0.071
C: -2.05 -0.87 0.40  0.550
C: 0.36 -0.66 2.64  -1.030
C: 0.71 2.13 -1.54  -0.985
C: -1.54 -2.11 -1.68  -0.516
C: 1.49 1.79 -0.21  -0.478
N: -2.13 -1.28 -0.69  -0.236
O: -2.31 -0.45 1.45  -0.547
S: 1.33 -1.15 -0.27  -0.395
H: -0.70 -0.92 2.57  0.235
H: 0.41 0.14 3.40  0.320
H: 0.97 -1.30 3.20  0.363
H: 1.43 2.91 -1.86  0.329
H: -0.30 2.53 -1.38  0.285
H: 0.85 1.35 -2.21  0.360
H: -0.43 -2.03 -1.52  0.090
H: -1.92 -3.07 -1.61  0.346
H: -1.93 -1.66 -2.57  0.236
H: 1.22 2.50 0.58  0.255
H: 2.60 1.83 -0.43  0.309

As for the spin multiplicity: 1. Its energy above the lowest of the compared OMol25 structures with the same formula, charge and spin is 276.2 kJ/mol. The calculation puts the frontier orbital gap at 0.308 hartree. The SMILES is CCC1=C(C)S1.CN=C=O.



Molecular formula: C7H11NS2
Method: DFT, ωB97M-V with the def2-TZVPD basis set

Each line ends with the Mulliken charge.
Atoms and positions in Å:
C: 2.65 0.06 0.15  0.254
C: -0.30 2.01 0.01  -0.573
C: -0.65 0.76 -0.65  -0.510
C: 1.27 2.01 0.05  -0.714
C: 0.27 -0.18 0.27  -0.403
C: 0.71 -1.68 -0.32  0.289
C: -0.04 -2.77 0.38  -1.442
N: 1.45 0.66 0.46  0.037
S: 3.96 1.02 -0.12  -0.338
S: 2.54 -1.71 -0.03  -0.159
H: -0.58 2.98 -0.45  0.365
H: -0.73 1.85 1.04  0.264
H: -1.78 0.53 -0.58  0.235
H: -0.31 0.62 -1.70  0.352
H: 1.67 2.20 -0.94  0.430
H: 1.72 2.82 0.75  0.264
H: -0.14 -0.44 1.29  0.158
H: 0.45 -1.76 -1.43  0.374
H: -0.07 -3.55 -0.40  0.356
H: -1.07 -2.55 0.61  0.419
H: 0.22 -3.16 1.42  0.339

As for the spin multiplicity: 1. Its energy above the lowest of the compared OMol25 structures with the same formula, charge and spin is 120.6 kJ/mol. The calculation puts the frontier orbital gap at 0.331 hartree. The SMILES is C[C@@H]1SC(=S)N2CCC[C@@H]12.



Molecular formula: C7H11O
Method: DFT, ωB97M-V with the def2-TZVPD basis set

Each line ends with the Mulliken charge.
Atoms and positions in Å:
C: -3.14 0.73 -0.38  -0.318
O: -4.32 0.30 -0.86  -0.827
C: -2.08 -0.29 0.15  -0.547
C: -0.59 0.08 -0.13  -0.421
C: 0.55 -0.69 0.50  -0.346
C: 1.84 0.11 0.31  -0.002
C: 3.54 0.16 0.71  -0.490
C: 3.04 -0.56 -0.48  -0.456
H: -2.45 1.30 -1.24  0.036
H: -3.21 1.60 0.41  0.087
H: -2.17 -1.33 -0.27  0.265
H: -2.13 -0.47 1.22  0.349
H: -0.40 1.13 0.32  0.279
H: -0.51 0.18 -1.29  0.258
H: 0.52 -1.24 1.46  0.319
H: 1.59 1.23 0.06  0.255
H: 3.91 -0.29 1.59  0.090
H: 2.87 -1.61 -0.45  0.277
H: 3.13 -0.33 -1.62  0.192

The net charge is -1. As for the spin multiplicity: 1. Its energy above the lowest of the compared OMol25 structures with the same formula, charge and spin is 600.5 kJ/mol. The calculation puts the frontier orbital gap at 0.151 hartree.



Molecular formula: C7H11O4SSi2
Method: DFT, ωB97M-V with the def2-TZVPD basis set

Each line ends with the Mulliken charge.
Atoms and positions in Å:
C: 1.65 -2.82 0.31  -0.179
C: 1.98 -1.99 -0.79  -0.749
C: 0.58 -2.57 1.14  -0.848
C: 1.11 -0.99 -1.09  -0.324
C: -0.28 -1.52 0.83  -0.413
C: -0.06 -0.72 -0.31  0.850
C: -0.97 0.40 -0.57  -0.702
O: -2.86 -1.45 0.21  -0.606
O: -2.67 0.77 1.13  -0.378
O: -3.54 0.40 -1.23  -0.697
O: 0.02 2.87 0.30  0.011
Si: 1.40 2.70 -0.38  0.351
Si: -1.39 1.86 0.71  0.374
S: -2.65 -0.08 -0.15  1.065
H: 2.36 -3.66 0.72  0.156
H: 2.84 -2.12 -1.38  0.441
H: 0.39 -3.15 2.02  0.375
H: 1.24 -0.38 -1.98  0.344
H: -0.98 -1.25 1.51  0.503
H: -0.91 0.97 -1.56  0.489
H: 1.52 1.83 -1.57  -0.200
H: 2.23 3.95 -0.75  -0.223
H: 2.31 2.01 0.56  -0.196
H: -2.32 3.03 0.13  -0.215
H: -0.98 1.93 2.19  -0.230

The net charge is -1. As for the spin multiplicity: 1. Its energy above the lowest of the compared OMol25 structures with the same formula, charge and spin is 0.0 kJ/mol. The calculation puts the frontier orbital gap at 0.318 hartree.



Molecular formula: C7H12
Method: DFT, ωB97M-V with the def2-TZVPD basis set

Each line ends with the Mulliken charge.
Atoms and positions in Å:
C: 2.44 0.39 -0.72  -1.196
C: 1.16 -0.45 -0.66  -0.429
C: 0.23 -0.25 0.55  0.004
C: -0.56 1.09 0.72  -0.898
C: -1.87 0.30 0.80  -0.131
C: -2.06 -0.50 -0.45  -0.669
C: -1.12 -1.00 0.61  -0.439
H: 2.85 0.39 -1.74  0.357
H: 3.23 -0.02 -0.07  0.312
H: 2.31 1.44 -0.44  0.308
H: 0.59 -0.25 -1.57  0.214
H: 1.45 -1.51 -0.71  0.360
H: 0.80 -0.46 1.46  0.440
H: -0.50 1.80 -0.12  0.314
H: -0.31 1.61 1.65  0.304
H: -2.68 0.50 1.49  0.372
H: -3.00 -1.02 -0.53  0.270
H: -1.66 -0.12 -1.39  0.126
H: -1.29 -1.94 1.13  0.381

As for the spin multiplicity: 1. Its energy above the lowest of the compared OMol25 structures with the same formula, charge and spin is 134.3 kJ/mol. The calculation puts the frontier orbital gap at 0.395 hartree. The SMILES is CC[C@H]1C[C@H]2C[C@@H]12.



Molecular formula: C7H12
Method: DFT, ωB97M-V with the def2-TZVPD basis set

Each line ends with the Mulliken charge.
Atoms and positions in Å:
C: 0.70 -0.29 0.76  -0.051
C: 1.10 2.07 -0.45  -0.826
C: 1.63 -1.38 0.29  -1.453
C: -1.80 0.43 0.88  -1.514
C: -0.98 -0.70 -1.23  -1.545
C: 0.55 0.96 -0.01  -0.174
C: -0.60 0.05 0.03  1.410
H: 0.66 -0.20 1.84  0.402
H: 0.56 2.76 -1.08  0.256
H: 2.11 2.34 -0.20  0.255
H: 1.23 -2.36 0.55  0.332
H: 2.60 -1.27 0.77  0.409
H: 1.78 -1.34 -0.78  0.299
H: -1.48 0.98 1.77  0.370
H: -2.48 1.06 0.31  0.360
H: -1.39 -1.67 -0.98  0.334
H: -1.74 -0.14 -1.78  0.430
H: -2.33 -0.47 1.19  0.364
H: -0.13 -0.84 -1.89  0.342

As for the spin multiplicity: 1. Its energy above the lowest of the compared OMol25 structures with the same formula, charge and spin is 137.1 kJ/mol. The calculation puts the frontier orbital gap at 0.389 hartree. The SMILES is C=C1[C@H](C)C1(C)C.



Molecular formula: C7H12
Method: DFT, ωB97M-V with the def2-TZVPD basis set

Each line ends with the Mulliken charge.
Atoms and positions in Å:
C: 0.52 2.24 -0.57  -1.633
C: 0.26 0.78 -0.91  0.747
C: 0.91 -0.22 0.07  -1.206
C: -0.08 -1.40 0.18  0.839
C: -0.17 -1.99 1.59  -1.467
C: -1.44 -1.00 -0.34  -0.881
C: -1.24 0.38 -0.87  -0.734
H: 0.10 2.48 0.42  0.391
H: 1.59 2.45 -0.53  0.360
H: 0.07 2.91 -1.30  0.387
H: 0.64 0.58 -1.92  0.266
H: 1.92 -0.52 -0.24  0.329
H: 1.02 0.25 1.06  0.352
H: 0.23 -2.22 -0.51  0.322
H: -0.51 -1.22 2.29  0.373
H: 0.80 -2.35 1.95  0.342
H: -0.89 -2.82 1.63  0.391
H: -1.89 1.02 -0.24  0.341
H: -1.85 0.65 -1.76  0.483

As for the spin multiplicity: 1. Its energy above the lowest of the compared OMol25 structures with the same formula, charge and spin is 303.7 kJ/mol. The calculation puts the frontier orbital gap at 0.314 hartree.



Molecular formula: C7H12
Method: DFT, ωB97M-V with the def2-TZVPD basis set

Each line ends with the Mulliken charge.
Atoms and positions in Å:
C: 1.99 -0.33 1.98  -1.280
C: 1.34 0.23 0.71  -0.256
C: 0.71 -0.92 -0.11  -0.410
C: 0.23 -0.56 -1.48  -0.266
C: -1.08 -0.62 -1.72  -0.521
C: -1.62 0.55 -1.35  0.136
C: -2.92 0.97 -0.80  -1.074
H: 1.25 -0.82 2.62  0.330
H: 2.74 -1.08 1.72  0.321
H: 2.47 0.45 2.57  0.357
H: 0.58 0.98 0.99  0.272
H: 2.09 0.76 0.11  0.324
H: -0.14 -1.33 0.45  0.251
H: 1.45 -1.70 -0.24  0.386
H: -0.85 1.30 -1.12  0.154
H: 0.90 -0.04 -2.16  0.419
H: -3.76 0.34 -1.09  0.333
H: -3.09 2.02 -1.05  0.307
H: -2.78 0.91 0.29  0.217

As for the spin multiplicity: 1. Its energy above the lowest of the compared OMol25 structures with the same formula, charge and spin is 382.2 kJ/mol. The calculation puts the frontier orbital gap (alpha / beta) at 0.317 / 0.317 hartree. The SMILES is CC=C=CCCC.



Molecular formula: C7H12
Method: DFT, ωB97M-V with the def2-TZVPD basis set

Each line ends with the Mulliken charge.
Atoms and positions in Å:
C: -2.57 -0.16 -0.43  -1.119
C: -1.63 -0.22 0.79  -0.373
C: -0.22 -0.19 0.26  0.439
C: 0.18 0.74 -0.71  -0.165
C: 1.35 0.58 -1.70  -0.952
C: 2.12 -0.87 1.06  -0.861
C: 1.02 -0.06 1.04  -0.608
H: -2.29 -1.01 -1.07  0.313
H: -3.62 -0.31 -0.15  0.357
H: -2.45 0.87 -0.76  0.304
H: -1.77 0.60 1.51  0.313
H: -1.70 -1.20 1.31  0.288
H: -0.13 1.81 -0.63  0.360
H: 1.04 0.08 -2.63  0.225
H: 1.78 1.55 -1.97  0.302
H: 2.12 -0.01 -1.25  0.300
H: 2.21 -1.56 0.25  0.318
H: 2.87 -0.80 1.83  0.288
H: 0.90 0.71 1.81  0.271

As for the spin multiplicity: 1. Its energy above the lowest of the compared OMol25 structures with the same formula, charge and spin is 392.7 kJ/mol. The calculation puts the frontier orbital gap at 0.279 hartree. The SMILES is C=C/C(=C\C)CC.